# 1
A cluster of 2 separate species, C3H9NO2 in total in a non-equilibrium geometry, computed with wB97M-V/def2-TZVPD.

```
15
Properties=species:S:1:pos:R:3:forces:R:3:lowdin_spin:R:1
C 1.28395 0.98617 1.05779 0.796 0.308 0.464 -0.0169
N 0.39754 -0.07948 1.03467 0.129 -0.669 -0.946 0.5224
C -0.09689 -0.77785 -0.11770 -0.797 -0.175 -0.197 0.0942
C -1.16672 -1.79649 0.29393 0.747 -0.695 0.684 0.0119
O 1.79170 1.26676 2.11928 -0.216 -0.056 -0.214 0.3041
H 1.57629 1.43761 0.10556 -0.357 0.070 -0.101 -0.0027
H 0.34464 -0.62191 1.89181 -0.144 0.239 0.610 0.0077
H 0.74427 -1.30370 -0.60620 0.154 0.143 0.148 0.0534
H -0.47653 -0.10218 -0.89377 0.260 0.387 0.248 0.0222
H -0.69814 -2.78203 0.35807 -0.240 -0.047 -0.412 0.0002
H -2.01196 -1.81407 -0.38275 -0.005 0.025 -0.061 0.0034
H -1.50698 -1.65064 1.32140 -0.308 0.442 -0.171 -0.0005
H -0.68931 2.70926 -1.73688 -1.109 0.406 0.773 0.0000
H 0.52500 1.92177 -2.06110 1.168 -1.227 0.298 0.0000
O -0.01686 2.60677 -2.38410 -0.078 0.847 -1.123 0.0006
```
Forces are in eV/Å.

Results
multiplicity = 2
energy relative to the best compared isomer or geometry (same formula, charge and spin) = 143.7 kJ/mol
total energy = -8832.022 eV
total charge = +1

***

# 2
A cluster of 2 separate species, C39H33BrF6N2O2 in total in a non-equilibrium geometry, computed with wB97M-V/def2-TZVPD.

```
83
Properties=species:S:1:pos:R:3:forces:R:3:mulliken_charge:R:1
C -6.17400 -0.18933 2.82253 -0.203 -0.069 -0.246 -1.2717
C -4.87219 0.43035 3.25642 0.102 -0.279 0.158 0.1993
O -3.84981 -0.58527 3.14566 -0.347 0.767 0.091 -0.3445
C -2.60640 -0.09839 3.42705 0.443 -0.133 0.378 0.6808
C -1.60423 -1.11789 3.26985 -1.251 0.213 0.273 -1.1614
C -0.26615 -0.82723 2.98587 1.555 0.121 -0.035 0.9087
C 0.28773 0.48840 3.09980 0.149 -0.459 -0.010 -0.2110
C 1.65501 0.70207 2.98752 0.144 -0.587 -0.111 -0.6484
C 2.51569 -0.37863 2.72662 -0.998 -0.189 0.056 0.0340
Br 4.38403 -0.11549 2.72121 0.200 0.032 -0.067 -0.2250
C 1.99015 -1.66347 2.49189 0.093 0.484 0.138 -0.4852
C 0.62501 -1.88473 2.59913 -0.138 0.681 0.295 -0.4829
O -2.45450 1.07322 3.80716 -0.133 -0.784 -0.246 -0.7470
H -7.00041 0.47103 3.08503 -0.055 0.038 0.002 0.3985
H -6.19241 -0.32851 1.73905 0.004 -0.070 0.069 0.3707
H -6.35080 -1.15650 3.29607 0.092 0.088 0.046 0.2092
H -4.60439 1.28444 2.61638 -0.061 -0.208 0.333 0.2964
H -4.91598 0.75842 4.30441 -0.004 0.067 -0.331 0.0182
H -1.96443 -2.12523 3.10497 -0.058 0.060 -0.149 0.3279
H -0.39185 1.31266 3.29748 0.254 -0.166 0.031 0.4536
H 2.06324 1.70105 3.11375 -0.040 -0.152 -0.024 0.4184
H 2.66376 -2.47849 2.24012 -0.105 0.121 0.008 0.4280
H 0.20260 -2.86834 2.39068 0.176 0.183 0.141 0.3586
F -9.21726 -3.13346 6.03249 0.586 0.763 0.459 -0.2911
C -8.45193 -2.07185 6.38843 0.058 0.748 -1.821 0.9815
F -7.35698 -2.04580 5.55307 -1.180 -0.206 0.629 -0.2383
F -9.16940 -0.92768 6.11295 0.474 -1.197 0.107 -0.2615
C -8.00732 -2.06733 7.81843 0.405 0.498 0.401 -1.0565
N -7.15588 -0.89152 8.03999 -0.584 -0.902 0.188 0.7555
C -7.71688 0.12707 8.85786 -0.942 0.694 0.644 -0.8806
C -7.67648 -0.00413 10.26072 0.123 0.157 -0.617 -0.1406
C -8.36403 0.89943 11.06711 0.008 0.105 -0.160 -0.7120
C -9.10260 1.93660 10.48514 0.091 -0.111 -0.117 -0.3387
C -9.15738 2.06600 9.09271 0.111 -0.044 0.259 -0.7834
C -8.47505 1.15922 8.28229 0.351 -0.228 0.105 0.1439
C -5.81512 -0.93266 7.72091 0.757 0.073 -0.217 1.1947
C -5.15069 0.26861 7.38254 -0.164 -0.244 -0.058 -0.2206
C -3.87864 0.22801 6.85031 0.407 -0.438 0.229 -1.2661
C -3.14265 -0.99184 6.82454 -0.769 -0.021 0.147 0.8993
C -1.77440 -1.00954 6.42091 0.400 0.403 -0.336 -0.8419
C -0.77947 -1.79252 7.05861 0.411 -0.452 0.403 0.4660
C 0.49174 -1.94696 6.43603 -0.115 0.135 0.212 -0.7633
C 1.47068 -2.75024 6.97766 -0.260 0.019 0.222 -0.8924
C 1.24209 -3.42271 8.20363 -0.484 0.329 -0.356 1.5074
N 2.13001 -4.34653 8.68770 0.982 -0.044 -0.430 0.5895
C 3.09458 -5.00164 7.79846 -0.148 0.546 0.451 -1.0554
C 2.43037 -6.17218 7.13749 -1.299 -1.157 -0.342 0.9991
F 3.15392 -6.73142 6.13422 -0.464 0.517 0.871 -0.2841
F 2.17823 -7.15350 8.07116 0.236 0.653 -1.009 -0.2464
F 1.21067 -5.80619 6.62070 1.165 -0.548 0.273 -0.2508
C 2.25185 -4.64983 10.07221 0.252 -0.712 1.058 -0.8824
C 1.51174 -5.70928 10.62241 0.163 0.396 -0.149 0.2818
C 1.71262 -6.08783 11.94787 0.093 0.232 0.071 -0.8575
C 2.64196 -5.40173 12.73737 0.006 0.026 -0.170 -0.3220
C 3.39654 -4.35856 12.18841 -0.109 -0.156 0.034 -0.7667
C 3.22268 -3.99727 10.85504 -0.589 -0.080 -0.347 -0.1263
C 0.05669 -3.14902 8.92499 -0.081 0.222 -0.133 -0.6149
C -0.93693 -2.37336 8.36298 0.213 0.032 -0.437 -1.2010
C -3.79336 -2.17355 7.27121 0.366 0.334 0.008 -1.1622
C -5.10806 -2.15555 7.67735 -0.113 0.387 0.031 -0.7157
H -8.89877 -1.95710 8.43659 0.125 -0.276 0.057 0.4083
H -7.47836 -3.00109 8.02138 -0.364 0.052 0.096 0.3820
H -7.09662 -0.82435 10.68575 -0.165 0.201 -0.017 0.3930
H -8.32247 0.78983 12.15184 -0.043 0.069 -0.310 0.3661
H -9.63728 2.64312 11.12296 0.150 -0.219 -0.218 0.3802
H -9.73483 2.87345 8.63750 0.175 -0.272 0.159 0.3747
H -8.51631 1.22251 7.19380 -0.040 0.036 0.334 0.4641
H -5.68716 1.21219 7.49951 0.177 -0.271 -0.197 0.4728
H -3.39346 1.13937 6.50526 -0.088 -0.176 0.028 0.4348
H -1.43909 -0.28462 5.67543 -0.150 -0.055 0.249 0.7988
H 0.68448 -1.40105 5.51453 -0.036 -0.174 0.028 0.2116
H 2.43197 -2.83628 6.47806 -0.331 0.037 -0.023 0.3325
H 3.45657 -4.32700 7.01979 0.186 -0.206 0.227 0.3926
H 3.90772 -5.38860 8.41714 0.074 0.169 -0.304 0.4121
H 0.79364 -6.22439 9.98233 0.203 0.100 0.254 0.4502
H 1.14196 -6.91970 12.36119 0.156 0.244 -0.066 0.3695
H 2.78749 -5.68606 13.78182 -0.039 0.079 -0.350 0.3861
H 4.12907 -3.82774 12.79846 -0.210 -0.189 -0.162 0.3729
H 3.81046 -3.20039 10.39640 -0.122 -0.177 0.186 0.4215
H -0.06424 -3.57662 9.92035 -0.048 0.141 -0.296 0.4822
H -1.83847 -2.17849 8.94267 0.209 -0.024 -0.210 0.5342
H -3.23376 -3.10986 7.29468 -0.213 0.244 -0.163 0.6997
H -5.58847 -3.07432 8.00642 0.219 0.182 -0.203 0.2887
```
Forces are in eV/Å.

Results
multiplicity = 1
energy relative to the best compared isomer or geometry (same formula, charge and spin) = 60.1 kJ/mol
total energy = -134399.964 eV

***

# 3
A structure of composition C7H20B3N2O5Pt in a non-equilibrium geometry, computed with wB97M-V/def2-TZVPD.

```
38
Properties=species:S:1:pos:R:3:forces:R:3:nbo_charge:R:1
C 4.97542 -0.35831 -0.23507 -0.062 0.107 -0.410 -0.2446
O 4.24495 0.90514 -0.05867 -0.985 -0.067 -0.473 -0.7093
B 3.26866 0.66763 0.82995 3.550 -0.931 0.401 1.1845
O 3.58468 0.40404 2.12370 -1.459 0.668 -0.030 -0.8684
B 1.56612 0.66544 0.35870 -3.854 2.044 2.265 0.4137
B 1.38954 -0.49907 -0.93428 1.617 -1.967 -2.417 1.0372
N 2.35429 -0.46481 -1.99738 -1.696 0.736 0.284 -1.0748
O 0.36175 -1.38395 -0.95368 -0.117 0.964 0.963 -0.8578
O 0.89204 0.46024 1.56209 1.165 -0.205 0.056 -0.5257
C 0.28700 1.72707 1.86130 -0.276 0.295 -0.680 -0.1099
C -0.20077 2.08613 0.47573 -0.748 1.779 0.871 0.0602
C -1.47123 1.42755 -0.08923 0.059 -0.462 0.046 -0.4289
C -2.10514 0.34665 0.80941 -0.016 0.379 -0.616 -0.3980
C -3.33485 -0.31545 0.18174 0.111 -0.231 0.190 -0.4261
C -2.95472 -1.41151 -0.81235 -0.627 0.063 0.582 -0.2275
N -4.01485 -2.43265 -0.90386 -0.541 -0.832 0.462 -0.8258
O 1.03920 1.82757 -0.23257 0.452 -1.531 -1.005 -0.5386
H 4.28575 -1.19728 -0.13571 0.145 -0.091 0.016 0.1854
H 5.33949 -0.33848 -1.25445 0.149 -0.049 0.004 0.2245
H 5.77579 -0.43693 0.49353 0.012 0.153 0.061 0.2139
H 3.88775 1.20692 2.57599 0.367 -0.365 0.192 0.5332
H 2.31237 0.46023 -2.42629 0.998 0.029 0.030 0.4186
H 2.03671 -1.13665 -2.69187 0.339 -0.022 -0.159 0.4050
H -0.28031 -1.09277 -1.62163 -0.075 -0.486 0.069 0.5253
H 1.08978 2.44862 2.05843 0.052 -0.141 0.310 0.1927
H -0.38946 1.75752 2.70611 -0.223 -0.616 -0.095 0.2418
H -0.37929 3.16090 0.44217 0.368 0.071 -0.202 0.2273
H -1.27657 1.04277 -1.09428 0.114 -0.009 -0.013 0.2024
H -2.20982 2.21597 -0.22830 0.020 0.072 -0.066 0.2360
H -2.40089 0.83356 1.73807 0.080 -0.160 0.157 0.2156
H -1.36067 -0.42439 1.00459 -0.061 -0.039 0.329 0.2147
H -4.02492 0.40407 -0.26356 0.094 0.144 -0.039 0.2080
H -3.89351 -0.80683 0.98285 -0.005 -0.113 -0.022 0.2512
H -2.07762 -1.91701 -0.41586 0.144 -0.083 -0.206 0.2018
H -2.78510 -1.01606 -1.82162 0.304 0.100 0.068 0.1663
H -4.84964 -2.04006 -1.32790 -0.060 0.086 0.098 0.3876
H -3.68428 -3.12170 -1.57125 -0.214 -0.310 0.164 0.3866
Pt -4.99764 -3.65408 0.86541 0.881 1.019 -1.186 -0.0980
```
Forces are in eV/Å.

Results
multiplicity = 1
total energy = -26069.472 eV
total charge = +1